Entry 1:
Here is CH4N2O in the gas phase from OMol25. Energies are from wB97M-V/def2-TZVPD.

Atoms and positions in Å:
H -2.1850 0.9537 -0.1755
N -1.8866 -0.1822 -0.2596
C -0.6399 0.2697 0.2049
N 0.5311 -0.4995 0.4181
O 1.6323 0.1713 -0.3884
H -0.4548 1.3183 0.7262
H 0.6179 -1.2270 -0.1939
H 2.2913 0.7378 0.4116

Computed properties:
E_LUMO = 0.36 eV
Energy relative to the best compared isomer or geometry (same formula, charge and spin) = 5.762 eV
2S+1 = 1
Gap between HOMO and LUMO = 10.45 eV
SMILES = [H]/N=C/NO
Total charge = 0

These are the Löwdin partial charges, in e, on atoms 1 to 6: number 1, H, carries 0.088; number 2, N, carries 0.038; number 3, C, carries -0.307; number 4, N, carries -0.055; number 5, O, carries -0.182; number 6, H, carries 0.136

---

Entry 2:
Here is CH4N2O2 in the gas phase from OMol25. Energies are from wB97M-V/def2-TZVPD.

Atoms and positions in Å:
C 0.7766 -0.3873 0.3648
N -0.5655 -0.3189 -0.1071
O -0.8416 -0.6097 -1.3219
N -1.5591 -0.3895 0.9080
O -2.7449 -0.3135 0.2931
H 1.3813 -0.3890 -0.5134
H 1.0433 0.3908 0.9815
H 0.9581 -1.3403 0.9512
H -2.5107 -0.2980 -0.6072

Computed properties:
E_LUMO (alpha / beta) = 0.00 / -0.14 eV
Energy relative to the best compared isomer or geometry (same formula, charge and spin) = 4.211 eV
2S+1 = 1
Gap between HOMO and LUMO (alpha / beta) = 9.32 / 9.20 eV
SMILES = C/[N+]([O-])=N/O
Total charge = 0

These are the Löwdin partial charges, in e, on atoms 1 to 6: number 1, C, carries -0.019; number 2, N, carries -0.318; number 3, O, carries -0.052; number 4, N, carries 0.078; number 5, O, carries 0.006; number 6, H, carries 0.089

---

Entry 3:
Here is CH4N2O2 in the gas phase from OMol25. Energies are from wB97M-V/def2-TZVPD.

Atoms and positions in Å:
O -0.2533 1.5955 -0.5864
N -1.1102 0.4995 -0.5468
C -0.8587 -0.6590 0.0150
N 0.4418 -1.2722 0.4005
O 1.3194 -0.1506 0.5441
H 0.6180 1.0893 -0.4519
H -1.6702 -1.3192 0.3084
H 0.2873 -1.5918 1.3774
H 2.0661 -0.3742 0.0384

Computed properties:
E_LUMO = 0.60 eV
Energy relative to the best compared isomer or geometry (same formula, charge and spin) = 4.055 eV
2S+1 = 1
Gap between HOMO and LUMO = 9.97 eV
SMILES = O/N=C\NO
Total charge = 0

These are the Löwdin partial charges, in e, on atoms 1 to 6: number 1, O, carries -0.075; number 2, N, carries -0.030; number 3, C, carries -0.164; number 4, N, carries -0.028; number 5, O, carries -0.084; number 6, H, carries 0.077

---

Entry 4:
Here is CH4N2O2 in the gas phase from OMol25. Energies are from wB97M-V/def2-TZVPD.

Atoms and positions in Å:
H -2.4736 -1.5885 0.2565
N -2.8045 -0.6788 0.0835
N -1.7340 0.2886 0.0162
O -1.7100 1.4780 -0.1279
O -0.5314 -0.4414 0.0296
C 0.7355 0.2762 0.0992
H 1.5983 -0.3938 0.3679
H 0.7614 1.0205 0.8411
H 1.2327 0.6088 -0.8731

Computed properties:
E_LUMO (alpha / beta) = 0.13 / 0.13 eV
Energy relative to the best compared isomer or geometry (same formula, charge and spin) = 5.195 eV
2S+1 = 1
Gap between HOMO and LUMO (alpha / beta) = 10.06 / 10.06 eV
SMILES = [H]/N=[N+](/[O-])OC
Total charge = 0

These are the Löwdin partial charges, in e, on atoms 1 to 6: number 1, H, carries 0.004; number 2, N, carries 0.139; number 3, N, carries -0.335; number 4, O, carries 0.087; number 5, O, carries -0.102; number 6, C, carries -0.061

---

Entry 5:
Here is CH4N2O2 in the gas phase from OMol25. Energies are from wB97M-V/def2-TZVPD.

Atoms and positions in Å:
C 0.2280 0.4502 -0.0009
N -1.8681 -0.5964 0.0081
N -1.2282 0.5314 0.0127
O -3.1052 -0.7358 -0.0078
O -1.7909 1.6375 -0.0025
H 0.5890 0.4196 -1.0303
H 0.5779 -0.4264 0.5416
H 0.6111 1.3528 0.4718
H -1.2659 -1.4359 0.0161

Computed properties:
E_LUMO (alpha / beta) = 0.44 / 0.44 eV
Energy relative to the best compared isomer or geometry (same formula, charge and spin) = 4.377 eV
2S+1 = 1
Gap between HOMO and LUMO (alpha / beta) = 9.02 / 9.01 eV
Total charge = 0

These are the Löwdin partial charges, in e, on atoms 1 to 6: number 1, C, carries 0.018; number 2, N, carries -0.132; number 3, N, carries -0.323; number 4, O, carries -0.037; number 5, O, carries -0.001; number 6, H, carries 0.100

---

Entry 6:
Here is CH4N2O2S in the gas phase from OMol25. Energies are from wB97M-V/def2-TZVPD.

Atoms and positions in Å:
C -0.8828 -0.3002 0.6852
N 0.4834 -0.6176 0.4549
N -1.3011 0.8230 -0.1941
O -0.5516 1.8626 -0.1843
O 2.6526 -0.3979 -0.7640
S 1.7888 0.1262 0.6102
H -1.4521 -1.1590 0.3806
H -1.2746 0.0401 1.6875
H -1.4870 0.3581 -1.1207
H 2.0243 -0.7353 -1.5553

Computed properties:
E_LUMO (alpha / beta) = -0.59 / -0.19 eV
Energy relative to the best compared isomer or geometry (same formula, charge and spin) = 4.560 eV
2S+1 = 1
Gap between HOMO and LUMO (alpha / beta) = 8.79 / 7.85 eV
Total charge = 0

These are the Löwdin partial charges, in e, on atoms 1 to 6: number 1, C, carries -0.312; number 2, N, carries -0.414; number 3, N, carries -0.153; number 4, O, carries -0.100; number 5, O, carries -0.473; number 6, S, carries 0.958